(1)
# C34H42N5OSeZn

A structure of composition C34H42N5OSeZn at a distorted geometry (ωB97M-V with the def2-TZVPD basis set, the OMol25 dataset).

Last column: Löwdin charge in e.
Geometry (Å):
1 Zn -0.0606 0.5021 0.1498  0.534
2 C 3.6479 -0.1021 -2.0915  0.034
3 C 2.3226 0.5372 -1.7953  -0.462
4 O 1.3850 -0.1305 -1.3008  -0.048
5 N 2.2081 1.8376 -2.1289  0.103
6 C 0.9771 2.6122 -2.0535  -0.086
7 C 0.6387 3.2537 -0.7240  -0.255
8 C 0.2926 4.6516 -0.8035  -0.039
9 C -0.5538 5.3211 0.0328  0.008
10 C -1.5939 4.3504 1.9705  -0.143
11 C -1.2563 2.8598 1.7682  -0.111
12 N 0.7158 2.4517 0.2957  0.065
13 H 3.7051 -1.0735 -1.6170  0.070
14 H 4.4718 0.5213 -1.7377  0.098
15 H 3.7576 -0.2289 -3.1713  0.103
16 H 3.0432 2.3102 -2.4330  0.153
17 H 0.1509 1.9380 -2.2955  0.113
18 H 1.0024 3.3681 -2.8340  0.130
19 H 0.7110 5.1973 -1.6428  0.115
20 H -0.5049 6.4061 -0.0640  0.131
21 H -2.3380 4.5644 2.7354  0.157
22 H -1.5983 2.2168 2.5790  0.154
23 C -2.9442 5.9701 0.4474  -0.026
24 C -1.9669 4.8118 0.5205  -0.400
25 C -0.2620 5.0354 2.1787  -0.023
26 C 0.7740 4.1919 2.0861  -0.228
27 C 2.1949 4.5757 1.9167  -0.022
28 C 0.3010 2.8238 1.6592  -0.227
29 C -1.9436 2.4524 0.4666  -0.281
30 C -2.3752 3.5475 -0.1742  0.007
31 N -1.9096 1.0936 0.1538  -0.026
32 C -2.8502 0.4964 -0.8049  -0.475
33 C -2.7294 -1.0239 -0.6607  -0.117
34 C -3.6934 -1.7600 -1.5961  -0.280
35 C -3.3690 -1.3921 -3.0479  -0.118
36 C -3.5046 0.1238 -3.2273  -0.281
37 C -4.9397 0.5566 -2.8944  -0.112
38 C -5.2687 0.1756 -1.4456  -0.281
39 C -5.1334 -1.3402 -1.2708  -0.115
40 C -4.2995 0.8874 -0.4945  -0.079
41 C -2.5351 0.8371 -2.2757  -0.090
42 H -2.6077 6.8223 1.0456  0.089
43 H -3.9189 5.6503 0.8210  0.095
44 H -3.0719 6.3116 -0.5839  0.091
45 H -0.1587 6.0389 2.5849  0.145
46 H 2.4974 5.3766 2.5934  0.092
47 H 2.3022 4.9548 0.8859  0.087
48 H 2.8684 3.7233 2.0123  0.082
49 H 0.7427 2.0795 2.3255  0.126
50 H -2.8534 3.5697 -1.1450  0.114
51 H -2.9128 -1.2936 0.3845  0.123
52 H -1.6967 -1.3241 -0.8946  0.093
53 H -3.5824 -2.8368 -1.4544  0.138
54 H -4.0466 -1.9140 -3.7306  0.122
55 H -2.3498 -1.7097 -3.2977  0.118
56 H -3.2680 0.3940 -4.2578  0.138
57 H -5.6429 0.0722 -3.5787  0.122
58 H -5.0487 1.6377 -3.0329  0.121
59 H -6.2891 0.4827 -1.2114  0.140
60 H -5.8338 -1.8622 -1.9306  0.122
61 H -5.3841 -1.6224 -0.2431  0.122
62 H -4.5137 0.6210 0.5465  0.134
63 H -4.4242 1.9699 -0.5812  0.110
64 H -2.5872 1.9149 -2.4353  0.108
65 H -1.5025 0.5217 -2.4935  0.105
66 C 1.6675 -3.5802 -0.2358  0.003
67 N 2.5104 -2.7332 0.6079  -0.053
68 C 2.0800 -1.7528 1.4147  -0.684
69 Se 0.3085 -1.3009 1.8017  0.785
70 N 3.1692 -1.1807 1.9578  0.139
71 C 4.3366 -1.8004 1.4950  -0.172
72 C 5.6806 -1.5745 1.7459  0.002
73 C 6.5800 -2.3928 1.0834  -0.063
74 C 6.1467 -3.3982 0.2034  -0.060
75 C 4.8007 -3.6159 -0.0371  0.003
76 C 3.9105 -2.7918 0.6341  -0.173
77 H 0.6327 -3.4317 0.0522  0.056
78 H 1.9450 -4.6219 -0.0890  0.103
79 H 1.7949 -3.3011 -1.2797  0.102
80 H 3.0978 -0.4440 2.6395  0.159
81 H 6.0135 -0.8020 2.4279  0.120
82 H 7.6409 -2.2571 1.2503  0.112
83 H 6.8805 -4.0190 -0.2940  0.113
84 H 4.4640 -4.3913 -0.7140  0.120

Values from the calculation:
Relative energy (zero: lowest compared OMol25 entry of this formula, charge and spin) in kJ/mol: 104.0
Total charge: +1
HOMO in hartree: -0.3472

---

(2)
# C9H6AuCl2GdN2O4

A structure of composition C9H6AuCl2GdN2O4 at a distorted geometry (ωB97M-V with the def2-TZVPD basis set, the OMol25 dataset).

Last column: Löwdin charge in e.
Geometry (Å):
1 Au -0.0051 0.6575 -6.0689  0.936
2 Gd -0.0972 1.1468 -1.3975  1.115
3 Cl -0.4291 1.3354 -3.8860  0.015
4 Cl 1.9956 0.0000 -1.8172  0.080
5 C -0.8287 -0.6973 0.3427  -0.002
6 C -0.2248 1.1606 -8.0041  -0.109
7 C 0.4696 -0.5303 -7.6225  -0.101
8 O -0.9396 -1.4323 1.2316  0.183
9 O -0.4768 1.5868 -9.0604  0.357
10 O 0.7881 -1.3692 -8.3819  0.348
11 N 1.6829 4.1564 5.4542  0.334
12 C 0.5990 4.2279 4.6211  -0.270
13 O -0.2580 5.0786 4.8271  0.416
14 C 0.5290 3.2949 3.4364  -0.067
15 C 1.5703 2.4576 3.0213  0.069
16 C 1.4692 1.7759 1.8037  -0.039
17 N 0.4096 1.9328 0.9533  -0.110
18 C -0.6586 2.6253 1.4367  -0.093
19 C -0.6142 3.3191 2.6398  0.060
20 H 1.6641 4.7472 6.2758  0.175
21 H 2.2491 3.3318 5.5301  0.149
22 H 2.4675 2.3648 3.6330  0.143
23 H 2.2519 1.0857 1.4584  0.142
24 H -1.5557 2.6096 0.8124  0.123
25 H -1.4544 3.9182 2.9506  0.147

Values from the calculation:
Relative energy (zero: lowest compared OMol25 entry of this formula, charge and spin) in kJ/mol: 49.6
<S²>: 25.083
Total charge: +4
Multiplicity: 10
HOMO (alpha / beta) in hartree: -0.8208 / -0.8214

---

(3)
# C4H10NO2

A cluster of 2 separate species, C4H10NO2 in total (ωB97M-V with the def2-TZVPD basis set, the OMol25 dataset).

Last column: Löwdin charge in e.
Geometry (Å):
1 O 0.0194 2.6802 1.0213  -0.011
2 C 0.5135 1.5960 0.7860  -0.270
3 C 1.3335 1.4210 -0.4813  -0.230
4 C 0.6056 0.7373 -1.6410  -0.103
5 H 0.4363 0.7346 1.4606  0.091
6 H 2.2037 0.8292 -0.1748  0.104
7 H 1.6326 2.4313 -0.7676  0.094
8 H 0.2092 -0.2225 -1.3337  0.041
9 H 1.3206 0.5384 -2.4475  0.061
10 H -0.1622 1.4251 -1.9986  0.069
11 N -1.9447 -2.1749 -0.2009  -0.051
12 C -0.4988 -2.4113 0.1067  -0.621
13 O 0.0568 -1.3456 0.6957  -0.341
14 H -2.5221 -2.9993 -0.0535  0.014
15 H -2.2671 -1.4832 0.4716  0.031
16 H -0.4245 -3.3435 0.7168  0.060
17 H -0.0293 -2.6648 -0.8782  0.062

Values from the calculation:
Relative energy (zero: lowest compared OMol25 entry of this formula, charge and spin) in kJ/mol: 255.9
Total charge: -1
HOMO in hartree: -0.1040

---

(4)
# C2BrF3O

A cluster of 2 separate species, C2BrF3O in total at a distorted geometry (ωB97M-V with the def2-TZVPD basis set, the OMol25 dataset).

Last column: Löwdin charge in e.
Geometry (Å):
1 C 0.1666 -1.1594 -1.1416  -0.582
2 C -0.8994 1.4427 1.2050  -0.537
3 O -0.5875 -0.7943 -1.9368  0.240
4 F 1.5033 -1.1979 -1.2129  0.142
5 F 0.0031 -1.7297 0.0278  0.167
6 F -0.0405 1.7542 0.2008  -0.130
7 Br -0.1456 1.6844 2.8576  0.700

Values from the calculation:
Relative energy (zero: lowest compared OMol25 entry of this formula, charge and spin) in kJ/mol: 168.3
HOMO in hartree: -0.3732